Entry 1:
Density functional theory data (the ωB97M-V functional and the def2-TZVPD basis) for a 3-piece molecular cluster, C5H17N2O overall.

The geometry in XYZ format:
```
25
Properties=species:S:1:pos:R:3:lowdin_charge:R:1
N 4.06 0.60 -0.43 0.102
C 2.77 0.08 0.04 -0.319
C 2.79 -1.44 0.05 -0.079
N -1.77 1.57 0.20 0.225
C -3.22 -0.17 0.95 -0.024
C -2.65 0.55 -0.31 -0.428
C -1.99 -0.45 -1.29 0.000
H 4.55 1.28 0.14 0.100
H -1.65 2.36 -0.43 0.136
H 3.97 0.98 -1.37 0.097
H 2.65 0.52 1.03 0.114
H 2.02 0.51 -0.63 0.109
H 3.40 -1.78 -0.79 0.078
H 3.05 -1.92 0.98 0.083
H 1.77 -1.79 -0.18 0.070
H -3.81 0.60 1.42 0.088
H -3.87 -0.99 0.66 0.097
H -2.47 -0.64 1.59 0.084
H -3.45 1.14 -0.77 0.157
H -2.81 -1.06 -1.65 0.099
H -1.32 -1.02 -0.65 0.070
H -1.42 0.03 -2.08 0.090
H -0.89 1.18 0.61 0.074
H 0.11 -0.06 1.93 0.055
O 0.16 -0.10 0.95 -0.076
```

Net charge ... +1
Highest occupied orbital energy ... -12.8 eV
ΔE to the lowest compared entry with this formula, charge and spin ... 186.6 kcal per mole
HOMO-LUMO gap ... 3.367 eV
Max |F| ... 2.1 eV Å⁻¹

Entry 2:
Density functional theory data (the ωB97M-V functional and the def2-TZVPD basis) for C8H10BrClSi as an isolated structure.

The geometry in XYZ format:
```
21
Properties=species:S:1:pos:R:3:lowdin_charge:R:1
C -2.96 0.77 0.14 -0.099
C -1.95 1.58 -0.26 -0.109
C -2.72 -0.40 0.85 -0.082
C -0.64 1.19 -0.01 -0.104
C -1.41 -0.87 1.02 -0.108
C -0.36 -0.05 0.60 -0.326
C 2.70 0.69 0.45 -0.690
C 1.53 -1.52 -1.78 -0.579
Si 1.41 -0.74 0.44 0.750
Cl 2.94 1.11 2.23 0.416
Br -0.02 -1.31 -3.02 0.478
H -4.06 1.09 0.01 0.138
H -2.06 2.45 -0.87 0.102
H -3.35 -0.99 1.46 0.094
H 0.14 2.00 -0.30 0.130
H -1.37 -1.78 1.56 0.096
H 2.34 1.56 0.03 -0.039
H 3.81 0.47 0.07 0.081
H 1.62 -2.52 -1.85 -0.096
H 2.34 -1.04 -2.23 -0.048
H 2.06 -1.69 1.48 -0.005
```

Highest occupied orbital energy ... -9.2 eV
ΔE to the lowest compared entry with this formula, charge and spin ... 64.9 kcal per mole
HOMO-LUMO gap ... 9.688 eV
Max |F| ... 4.6 eV Å⁻¹

Entry 3:
Density functional theory data (the ωB97M-V functional and the def2-TZVPD basis) for C46H28BrCaN9OSe as an isolated structure.

The geometry in XYZ format:
```
87
Properties=species:S:1:pos:R:3:lowdin_charge:R:1
Ca -0.12 0.58 -1.10 1.330
Br 4.52 6.10 -2.59 0.685
C 3.08 4.86 -2.44 -0.694
C 1.84 5.30 -1.95 -0.118
C 0.80 4.42 -1.87 0.005
C 0.94 3.04 -2.23 -0.392
O -0.05 2.27 -2.22 -0.206
C 2.26 2.61 -2.64 -0.156
C 2.59 1.25 -2.85 -0.089
N 1.90 0.24 -2.42 0.021
C 2.37 -1.05 -2.49 -0.225
C 3.65 -1.45 -2.86 -0.012
C 4.03 -2.79 -2.86 -0.076
C 3.17 -3.77 -2.44 -0.041
C 1.88 -3.42 -2.00 -0.155
C 0.98 -4.37 -1.49 0.001
C -0.28 -3.97 -1.14 -0.028
C -0.62 -2.61 -1.29 -0.146
N 0.21 -1.70 -1.71 0.013
C 1.45 -2.06 -2.06 -0.182
C 3.28 3.56 -2.79 -0.103
H 1.72 6.33 -1.65 0.101
H -0.17 4.73 -1.52 0.119
H 3.56 1.10 -3.36 0.124
H 4.39 -0.72 -3.16 0.099
H 5.03 -3.05 -3.18 0.106
H 3.46 -4.81 -2.45 0.111
H 1.30 -5.40 -1.41 0.120
H -1.00 -4.66 -0.74 0.109
H -1.62 -2.27 -1.05 0.097
H 4.25 3.24 -3.14 0.103
C -3.77 -0.51 -3.58 -0.047
C -2.48 -0.43 -3.03 -0.139
N -2.21 0.25 -1.94 -0.004
C -3.18 0.94 -1.33 -0.179
C -4.52 0.94 -1.82 -0.164
C -4.79 0.17 -2.97 -0.009
C -5.50 1.72 -1.18 -0.072
C -5.13 2.56 -0.16 -0.090
C -3.83 2.59 0.32 -0.030
C -2.83 1.73 -0.17 -0.252
N -1.57 1.62 0.26 -0.045
C -1.07 2.12 1.40 -0.227
C -1.77 2.48 2.56 -0.037
C -1.15 3.11 3.63 -0.091
C 0.21 3.35 3.64 -0.068
C 0.99 2.85 2.58 -0.156
C 2.40 2.89 2.61 -0.004
C 3.11 2.34 1.58 -0.037
C 2.40 1.76 0.52 -0.153
N 1.09 1.69 0.47 0.010
C 0.37 2.22 1.46 -0.146
H -3.94 -1.10 -4.47 0.101
H -1.65 -0.93 -3.50 0.107
H -5.79 0.15 -3.36 0.115
H -6.52 1.67 -1.54 0.100
H -5.87 3.21 0.28 0.102
H -3.58 3.32 1.07 0.095
H -2.82 2.25 2.65 0.097
H -1.74 3.41 4.48 0.102
H 0.69 3.89 4.44 0.102
H 2.90 3.33 3.46 0.115
H 4.19 2.32 1.57 0.104
H 2.94 1.34 -0.32 0.093
Se -0.04 -5.54 5.47 1.117
N -1.35 -4.65 4.69 -0.244
C -0.84 -3.81 3.82 -0.332
C -1.60 -2.91 2.99 -0.088
C -3.00 -2.86 3.06 0.007
C -3.67 -2.00 2.23 -0.021
C -2.92 -1.21 1.35 -0.102
N -1.61 -1.25 1.27 0.141
C -0.94 -2.07 2.07 -0.142
C 0.51 -2.13 1.95 -0.135
N 1.09 -1.36 1.02 0.146
C 2.40 -1.44 0.87 -0.122
C 3.23 -2.25 1.65 -0.019
C 2.65 -3.04 2.61 0.011
C 1.26 -3.00 2.77 -0.086
C 0.58 -3.84 3.71 -0.332
N 1.18 -4.70 4.52 -0.248
H -3.50 -3.51 3.75 0.115
H -4.75 -1.92 2.24 0.108
H -3.41 -0.54 0.66 0.100
H 2.81 -0.82 0.09 0.089
H 4.29 -2.26 1.47 0.108
H 3.22 -3.70 3.25 0.116
```

Highest occupied orbital energy ... -6.1 eV
ΔE to the lowest compared entry with this formula, charge and spin ... 39.0 kcal per mole
HOMO-LUMO gap ... 5.241 eV
Max |F| ... 2.7 eV Å⁻¹

Entry 4:
Density functional theory data (the ωB97M-V functional and the def2-TZVPD basis) for C12H17BCdN6O2 as an isolated structure.

The geometry in XYZ format:
```
39
Properties=species:S:1:pos:R:3:lowdin_charge:R:1
H -0.17 2.81 0.81 0.096
N 0.26 1.62 -0.88 -0.041
B 0.82 0.77 -3.20 -0.496
N 0.71 1.92 -2.15 -0.040
C 0.90 3.25 -2.27 -0.082
Cd -0.45 -0.57 -0.08 1.391
H 1.22 3.68 -3.21 0.117
C 0.60 3.83 -1.04 -0.075
H 0.66 4.87 -0.78 0.082
C 0.18 2.77 -0.21 -0.152
H 1.21 1.16 -4.25 0.111
C -1.79 -2.39 1.08 -0.083
H -2.10 -2.75 2.08 0.056
H -0.74 -2.65 0.96 0.001
H -2.40 -2.88 0.33 0.028
N -0.62 0.15 -3.29 -0.021
N 1.74 -0.34 -2.62 -0.037
N -1.23 -0.37 -2.16 -0.071
N 1.47 -0.93 -1.40 -0.044
C -1.45 0.06 -4.35 -0.067
C 2.86 -0.90 -3.15 -0.077
H -1.13 0.43 -5.32 0.125
H 3.22 -0.59 -4.11 0.116
C -2.63 -0.53 -3.93 -0.072
C 3.33 -1.86 -2.25 -0.065
C -2.46 -0.78 -2.55 -0.151
C 2.43 -1.84 -1.16 -0.147
H -3.49 -0.76 -4.52 0.088
H 4.18 -2.49 -2.36 0.081
H -3.16 -1.22 -1.84 0.095
H 2.44 -2.41 -0.25 0.089
H -1.97 -1.26 1.07 0.008
C 1.34 -0.26 3.85 -0.018
C 0.89 -0.53 2.43 -0.703
O 1.36 -1.51 1.80 -0.088
O 0.00 0.29 1.97 -0.189
H 2.31 -0.73 4.02 0.076
H 0.61 -0.69 4.54 0.084
H 1.40 0.81 4.04 0.078
```

Highest occupied orbital energy ... -8.8 eV
HOMO-LUMO gap ... 9.133 eV
Max |F| ... 2.9 eV Å⁻¹

Entry 5:
Density functional theory data (the ωB97M-V functional and the def2-TZVPD basis) for a 2-piece molecular cluster, C2H5N3 overall.

The geometry in XYZ format:
```
10
Properties=species:S:1:pos:R:3:lowdin_charge:R:1
C 1.92 0.51 -0.01 -0.023
C -1.48 -0.47 0.24 -0.276
N 1.04 -0.41 -0.21 -0.193
N -1.49 0.75 -0.09 -0.014
N 0.37 -1.28 -0.46 0.183
H 1.60 1.49 -0.37 0.059
H 2.62 0.43 0.83 0.067
H -0.96 -0.60 1.33 0.114
H -1.79 -1.36 -0.19 0.028
H -1.84 0.96 -1.07 0.055
```

Highest occupied orbital energy ... -8.7 eV
ΔE to the lowest compared entry with this formula, charge and spin ... 84.0 kcal per mole
HOMO-LUMO gap ... 9.369 eV
Max |F| ... 5.5 eV Å⁻¹

Entry 6:
Density functional theory data (the ωB97M-V functional and the def2-TZVPD basis) for C4H8N4O2S as an isolated structure.

The geometry in XYZ format:
```
19
Properties=species:S:1:pos:R:3:lowdin_charge:R:1
C -2.98 0.30 -1.35 -0.235
C -2.28 -0.53 0.44 -0.227
C 1.23 0.25 -1.41 -0.067
C 0.60 -0.42 -0.20 -0.169
N -3.41 -0.25 -0.16 0.063
N -1.67 0.32 -1.48 0.034
N -1.23 -0.31 -0.37 -0.049
N 2.37 -0.37 1.72 -0.113
O 0.06 0.19 2.35 -0.285
O 1.36 1.81 1.14 -0.268
S 1.03 0.45 1.35 0.528
H -3.66 0.66 -2.20 0.127
H -2.03 -1.06 1.39 0.128
H 1.02 1.23 -1.24 0.038
H 0.81 -0.24 -2.23 0.073
H 2.27 0.10 -1.26 0.085
H 0.66 -1.45 -0.30 0.092
H 3.25 -0.15 1.08 0.142
H 2.61 -0.53 2.72 0.102
```

Highest occupied orbital energy ... -9.8 eV
ΔE to the lowest compared entry with this formula, charge and spin ... 32.5 kcal per mole
HOMO-LUMO gap ... 9.879 eV
Max |F| ... 4.6 eV Å⁻¹

Entry 7:
Density functional theory data (the ωB97M-V functional and the def2-TZVPD basis) for an isolated ion of composition C4H13N2S and charge +1.

The geometry in XYZ format:
```
20
Properties=species:S:1:pos:R:3:lowdin_charge:R:1
N 0.97 -1.09 2.09 -0.025
C 0.31 -1.03 0.84 -0.270
C 0.72 0.22 -0.02 -0.247
N 1.14 1.32 0.97 0.182
C -0.41 0.88 -0.83 -0.279
C -1.45 -0.18 -1.29 -0.589
S -2.21 0.56 -2.74 0.741
H 0.43 -1.73 2.79 0.155
H 1.73 -1.75 1.75 0.123
H -0.78 -1.06 0.95 0.109
H 0.55 -1.94 0.20 0.147
H 1.63 0.10 -0.76 0.191
H 2.01 1.87 0.95 0.182
H 1.15 0.76 1.88 0.140
H 0.40 1.98 0.92 0.119
H 0.08 1.48 -1.74 0.149
H -0.98 1.63 -0.26 0.108
H -2.21 -0.42 -0.45 0.106
H -1.01 -1.14 -1.64 0.083
H -2.06 -0.46 -3.60 -0.126
```

Net charge ... +1
Highest occupied orbital energy ... -12.2 eV
ΔE to the lowest compared entry with this formula, charge and spin ... 45.8 kcal per mole
SMILES ... NC[C@H]([NH3+])CCS
HOMO-LUMO gap ... 8.986 eV
Max |F| ... 3.4 eV Å⁻¹

Entry 8:
Density functional theory data (the ωB97M-V functional and the def2-TZVPD basis) for a 3-piece molecular cluster, C4H6ClN2O2 overall.

The geometry in XYZ format:
```
15
Properties=species:S:1:pos:R:3:lowdin_charge:R:1
C 2.28 0.83 0.55 -0.003
C -2.89 -1.76 -1.51 0.060
C 2.45 -0.21 -0.47 -0.082
C 0.31 0.11 0.14 -0.399
N 1.04 1.05 0.80 0.189
N -0.95 -0.08 0.08 0.222
O -3.48 -2.25 -2.35 0.095
O 1.09 -0.62 -0.68 0.050
Cl -3.08 1.86 1.41 0.411
H 2.96 1.30 1.20 0.134
H 3.06 0.18 -1.41 0.198
H 2.97 -1.23 -0.29 0.181
H -1.20 -0.90 -0.52 0.052
H -1.79 0.52 0.57 0.044
H -2.79 1.20 2.50 -0.153
```

Net charge ... +1
Highest occupied orbital energy ... -15.7 eV
ΔE to the lowest compared entry with this formula, charge and spin ... 0.0 kcal per mole
HOMO-LUMO gap ... 10.822 eV
Max |F| ... 3.3 eV Å⁻¹

Entry 9:
Density functional theory data (the ωB97M-V functional and the def2-TZVPD basis) for C5H6N2O2 as an isolated structure.

The geometry in XYZ format:
```
15
Properties=species:S:1:pos:R:3:lowdin_charge:R:1
C 0.66 0.33 0.05 -0.329
C -0.37 1.27 -0.35 -0.011
C -1.75 1.14 -0.23 -0.005
C -1.30 -1.14 0.05 -0.020
C 0.15 -0.93 0.00 -0.006
H 3.95 -1.12 0.67 0.317
H 2.51 1.16 1.16 0.198
H 0.03 2.27 -0.55 0.107
H -2.53 1.92 0.03 0.154
H -1.63 -2.27 -0.27 0.187
H 0.89 -1.59 -0.05 0.046
N 2.06 0.60 0.21 0.000
N -2.20 -0.17 -0.13 -0.282
O 2.91 -0.80 -0.56 -0.252
O -3.38 -0.66 -0.03 -0.104
```

Highest occupied orbital energy ... -8.1 eV
ΔE to the lowest compared entry with this formula, charge and spin ... 271.8 kcal per mole
HOMO-LUMO gap ... 6.303 eV
Max |F| ... 7.2 eV Å⁻¹

Entry 10:
Density functional theory data (the ωB97M-V functional and the def2-TZVPD basis) for C19H22N6O3Ru as an isolated structure.

The geometry in XYZ format:
```
51
Properties=species:S:1:pos:R:3:lowdin_spin:R:1
N -0.20 -0.30 4.14 0.231
C 0.43 -1.15 4.63 0.110
C 1.05 -2.30 5.28 0.039
H 1.02 -3.17 4.60 0.015
H 0.48 -2.54 6.20 0.019
H 2.09 -2.12 5.56 -0.001
N -0.62 4.05 -0.15 0.077
C -1.37 4.94 -0.15 0.020
C -2.28 6.06 -0.15 0.003
H -3.00 5.96 0.66 0.001
H -2.83 6.09 -1.10 0.000
H -1.72 6.99 -0.03 0.001
N -0.99 -0.77 -4.01 0.320
C -0.44 -1.68 -4.48 0.159
C 0.08 -2.91 -5.08 0.054
H 0.83 -2.73 -5.85 0.001
H -0.76 -3.46 -5.55 0.017
H 0.52 -3.55 -4.29 0.028
Ru -0.93 1.31 0.03 1.477
C -0.11 1.57 -1.66 0.040
O 0.45 1.72 -2.67 0.019
C 0.21 1.74 1.49 0.040
O 0.96 2.00 2.34 0.020
C -2.71 0.46 1.65 0.009
C -2.56 -0.75 0.99 0.063
C -2.69 -0.82 -0.41 0.066
C -2.96 0.32 -1.16 0.008
C -2.99 1.58 -0.52 0.023
C -2.86 1.65 0.91 0.023
H -2.60 0.48 2.74 -0.001
H -2.37 -1.66 1.57 0.002
H -2.59 -1.78 -0.92 0.002
H -3.05 0.23 -2.24 -0.001
H -3.14 2.51 -1.07 0.002
H -2.91 2.63 1.38 0.002
C 4.58 0.23 -0.44 0.030
N 3.40 -0.63 -0.28 0.240
C 3.46 -1.98 -0.21 0.019
C 2.34 -2.74 -0.06 0.328
C 1.09 -2.08 0.01 0.040
N 1.01 -0.75 -0.05 0.104
C 2.15 0.01 -0.20 -0.004
O 2.12 1.26 -0.27 0.283
N -0.03 -2.83 0.14 0.033
H 4.12 1.22 -0.46 0.001
H 5.11 0.02 -1.38 0.014
H 5.28 0.12 0.40 0.014
H 4.46 -2.40 -0.27 -0.001
H 2.38 -3.83 0.00 0.012
H 0.05 -3.84 0.21 -0.001
H -0.94 -2.42 0.22 0.001
```

Net charge ... +4
Highest occupied orbital energy (alpha / beta) ... -21.0 / -20.9 eV
ΔE to the lowest compared entry with this formula, charge and spin ... 0.0 kcal per mole
2S+1 ... 5
HOMO-LUMO gap (alpha / beta) ... 7.464 / 1.638 eV
Max |F| ... 7.1 eV Å⁻¹

Entry 11:
Density functional theory data (the ωB97M-V functional and the def2-TZVPD basis) for a 2-piece molecular cluster, C18H30Cl4N overall.

The geometry in XYZ format:
```
53
Properties=species:S:1:pos:R:3:lowdin_charge:R:1
C -4.52 3.77 -0.08 -0.133
C -4.29 2.18 -0.23 -0.273
C -2.85 1.73 0.38 -0.214
C -2.68 0.17 0.02 -0.224
C -2.19 -0.77 1.24 -0.209
C -1.14 -0.09 2.24 -0.205
C 0.09 0.66 1.53 -0.194
C 1.46 -0.16 1.79 -0.222
C 2.70 0.28 0.86 -0.197
C 2.65 1.79 0.30 -0.194
C 2.03 1.95 -1.17 -0.200
C 2.83 1.18 -2.32 -0.159
C 2.33 -0.32 -2.60 -0.085
C 0.98 -0.92 -2.06 0.069
C 0.55 -2.41 -2.31 0.045
C 1.58 -3.27 -3.14 0.009
N 2.80 -2.70 -3.64 0.038
C 3.21 -1.32 -3.42 0.059
H -4.00 4.08 0.91 0.077
H -4.02 4.29 -0.98 0.078
H -5.63 4.02 0.03 0.076
H -5.06 1.55 0.35 0.112
H -4.38 1.86 -1.33 0.107
H -2.07 2.31 -0.24 0.111
H -2.75 1.99 1.49 0.110
H -3.65 -0.21 -0.47 0.110
H -1.87 0.10 -0.81 0.079
H -3.13 -1.03 1.86 0.118
H -1.82 -1.78 0.82 0.096
H -1.69 0.56 3.02 0.120
H -0.67 -0.95 2.86 0.051
H -0.04 0.75 0.40 0.066
H 0.26 1.71 2.01 0.123
H 1.78 -0.12 2.89 0.117
H 1.25 -1.28 1.55 0.020
H 3.64 0.21 1.53 0.118
H 2.83 -0.53 0.06 0.088
H 2.14 2.45 1.10 0.119
H 3.74 2.16 0.27 0.118
H 2.10 3.08 -1.42 0.128
H 0.93 1.68 -1.27 0.088
H 3.98 1.24 -2.20 0.138
H 2.62 1.76 -3.31 0.134
H 0.25 -0.29 -1.45 0.075
H -0.42 -2.82 -1.89 0.115
H 1.32 -4.37 -3.33 0.143
H 3.43 -3.34 -4.17 0.168
H 4.22 -1.00 -3.85 0.146
C 0.23 -3.97 3.63 -2.005
Cl 1.20 -3.58 2.19 0.533
Cl 0.32 -2.62 4.79 0.546
Cl -1.46 -4.23 3.16 0.527
Cl 0.87 -5.44 4.39 0.537
```

Net charge ... +1
Highest occupied orbital energy ... -12.5 eV
ΔE to the lowest compared entry with this formula, charge and spin ... 145.6 kcal per mole
HOMO-LUMO gap ... 7.726 eV
Max |F| ... 5.5 eV Å⁻¹

Entry 12:
Density functional theory data (the ωB97M-V functional and the def2-TZVPD basis) for a 2-piece molecular cluster, C7H19B2NO5 overall.

The geometry in XYZ format:
```
34
Properties=species:S:1:pos:R:3:lowdin_charge:R:1
C 1.85 -1.34 2.22 -0.116
N 0.67 -0.35 2.18 -0.165
C 1.28 0.95 2.69 -0.109
C 0.19 -0.23 0.75 -0.272
O 0.57 -1.21 -0.12 -0.082
C -0.72 0.98 0.11 -0.087
B -1.91 1.55 1.09 -0.114
C -3.36 0.84 1.39 -0.077
B -3.28 -0.79 1.62 -0.426
O -2.67 -1.71 0.60 0.039
O -3.79 -1.37 2.91 0.007
H 2.38 -1.36 3.28 0.096
H 1.53 -2.44 1.98 0.104
H 2.65 -0.90 1.47 0.110
H 0.38 1.54 3.21 0.103
H 2.09 0.79 3.53 0.101
H 1.64 1.59 1.78 0.109
H -1.25 0.54 -0.86 0.140
H -0.06 1.89 -0.29 0.127
H -1.69 2.56 1.68 0.056
H -3.76 1.30 2.42 0.111
H -4.18 1.17 0.59 0.133
H -2.84 -2.63 1.00 0.126
H -4.79 -1.35 2.90 0.115
O 1.47 1.22 -2.98 -0.091
C 2.53 0.38 -3.44 -0.235
C 1.93 -0.79 -4.22 -0.244
O 1.16 -0.29 -5.32 -0.082
H 0.99 0.73 -2.29 0.067
H 3.16 0.99 -4.09 0.123
H 3.11 0.03 -2.58 0.116
H 2.72 -1.44 -4.62 0.119
H 1.26 -1.37 -3.59 0.115
H 0.73 0.52 -4.99 0.083
```

Highest occupied orbital energy ... -9.6 eV
SMILES ... CN(C)C(=O)CBCB(O)O.OCCO
HOMO-LUMO gap ... 9.668 eV
Max |F| ... 7.9 eV Å⁻¹